No. 1
The following is a quantum chemistry calculation of a single C2H5NO4 molecule, from OMol25.

Geometry as XYZ:
```
12
Properties=species:S:1:pos:R:3:mulliken_charge:R:1
C 0.6823 -0.4781 -1.3188 0.017
C 0.7259 0.1099 0.0667 0.666
N -1.4721 0.6788 1.0831 -0.507
O -0.6236 -0.3899 0.6698 -0.280
O 0.7657 -1.7436 -1.4844 -0.350
O 0.6930 1.4948 0.0115 -0.584
O 1.7233 -0.4856 0.5984 -0.693
H 0.8896 -2.1320 -0.5828 0.400
H -0.1866 1.7577 0.3622 0.484
H 0.7027 0.1050 -2.2382 0.398
H -1.5021 0.6331 2.0991 0.216
H -2.3980 0.4498 0.7333 0.234
```

Computed properties:
* energy relative to the best compared isomer or geometry (same formula, charge and spin): 554.0 kJ/mol
* electronic energy: -434.78309 a.u.

=====

No. 2
The following is a quantum chemistry calculation of a molecular structure, C10H21BF7N2O20S6Zr in a non-equilibrium geometry, from OMol25.

Geometry as XYZ:
```
68
Properties=species:S:1:pos:R:3:mulliken_charge:R:1
Zr 3.6207 -3.2525 -17.5033 1.576
N 2.3215 -1.8807 -18.3245 0.146
S 2.3665 -0.5076 -19.1666 0.849
O 2.4434 0.7413 -18.4784 -0.540
O 1.9734 -0.5770 -20.5449 -0.537
F 3.9710 -0.7466 -19.4435 -0.292
S 0.5941 -1.7447 -17.9868 0.824
O 0.1377 -2.9255 -17.3131 -0.417
O -0.3400 -0.9914 -18.7981 -0.538
F 0.7354 -0.7518 -16.7568 -0.260
N 5.1266 -2.0682 -16.6768 -0.229
S 5.0574 -0.3705 -16.1587 0.842
O 5.6356 0.4623 -17.1652 -0.485
O 5.1341 -0.1424 -14.7489 -0.545
F 3.4926 -0.2592 -16.3457 -0.169
S 6.6743 -2.1606 -16.3415 0.884
O 6.9867 -2.2641 -14.9549 -0.599
O 7.6011 -1.5925 -17.2651 -0.609
F 6.7726 -3.7026 -16.8434 -0.240
B 4.6306 -3.7921 -19.3491 1.149
H 4.7146 -4.5816 -18.5639 -0.356
H 5.1954 -3.9604 -20.3331 -0.436
H 3.5512 -3.7291 -19.6492 0.116
H 4.9517 -2.8313 -18.8813 0.030
O -0.5193 -5.8762 -17.5435 -0.854
C 0.1752 -6.3146 -18.6568 -0.588
C 1.4875 -5.4983 -18.7874 0.442
O 2.0374 -4.8408 -17.6464 -0.860
H -0.4633 -6.3541 -19.5439 0.215
H 0.4931 -7.3476 -18.4223 0.202
H 1.2528 -4.6318 -19.4232 0.092
H 2.2713 -6.0172 -19.3576 -0.147
C 4.2363 -5.9709 -12.1158 -1.440
C 4.2011 -5.3503 -13.5054 -0.027
O 4.7832 -6.2801 -14.4497 -0.257
C 4.8709 -5.9847 -15.6891 0.482
O 4.4850 -4.9449 -16.1634 -0.036
C 5.4126 -7.0882 -16.6301 0.731
F 4.4183 -7.4833 -17.4032 -0.222
F 6.3536 -6.5562 -17.3945 -0.217
F 5.9135 -8.1237 -15.9881 -0.273
H 3.8375 -5.2379 -11.4190 0.407
H 5.2376 -6.3339 -11.8978 0.350
H 3.5601 -6.8277 -12.0932 0.351
H 4.8878 -4.5019 -13.5202 0.266
H 3.1874 -5.0844 -13.7956 0.295
C 7.9995 -2.8119 -21.4960 -0.200
C 8.4703 -2.7131 -22.9868 -0.323
O 8.7113 -4.0761 -23.3132 -0.394
S 7.5687 -4.9972 -22.5838 1.157
O 7.9319 -6.3540 -22.3805 -0.570
O 6.2672 -4.6411 -23.0745 -0.513
O 7.8461 -4.1789 -21.2131 -0.266
H 7.0749 -2.2871 -21.2580 0.184
H 8.7746 -2.2938 -20.9320 0.334
H 9.3405 -2.0775 -23.1350 0.318
H 7.7513 -2.2799 -23.6866 0.236
C 4.3158 -7.2286 -21.6891 0.370
C 4.0669 -6.8429 -23.1331 -0.313
O 2.8457 -7.4536 -23.5335 -0.417
S 1.8531 -7.7253 -22.3171 1.091
O 1.3051 -9.0277 -22.5550 -0.592
O 0.9430 -6.6655 -22.0740 -0.496
O 3.0764 -7.8431 -21.2821 -0.360
H 4.3594 -6.3635 -21.0364 -0.216
H 5.1847 -7.8691 -21.5708 0.299
H 4.9160 -7.0639 -23.7801 0.282
H 3.9123 -5.7846 -23.3572 0.317
```

Computed properties:
* energy relative to the best compared isomer or geometry (same formula, charge and spin): 101.9 kJ/mol
* total charge: -1
* electronic energy: -5167.80845 a.u.

=====

No. 3
The following is a quantum chemistry calculation of a molecular structure, CH3IN2O in a non-equilibrium geometry, from OMol25.

Geometry as XYZ:
```
8
Properties=species:S:1:pos:R:3:mulliken_charge:R:1
C -1.5536 0.5953 1.2963 -0.761
N 1.6027 -1.0119 -1.6935 -0.592
N 1.1366 -0.0264 -1.1433 0.732
O 1.1671 1.1343 -1.3974 -0.465
I -0.1111 -0.7345 1.2321 0.209
H -2.5345 0.3032 1.6038 0.342
H -1.1275 1.5652 1.3394 0.304
H 1.4203 -1.8252 -1.2374 0.231
```

Computed properties:
* energy relative to the best compared isomer or geometry (same formula, charge and spin): 464.1 kJ/mol
* electronic energy: -522.14016 a.u.

=====

No. 4
The following is a quantum chemistry calculation of 2 unconnected molecules or ions with the total composition C5H11O2 in a non-equilibrium geometry, from OMol25.

Geometry as XYZ:
```
18
Properties=species:S:1:pos:R:3:lowdin_spin:R:1
C 0.2908 0.2327 2.0642 0.099
C 1.4281 -0.4176 2.8552 0.492
H 0.6432 0.8053 1.2122 0.012
H -0.3077 -0.5355 1.5613 0.014
H -0.3904 0.7648 2.7073 0.024
H 2.1310 -0.9372 2.1919 0.090
H 1.0374 -1.2155 3.4917 0.100
H 1.9747 0.2969 3.4776 0.111
C -0.4503 0.6374 -1.6733 0.005
C 0.1680 -0.7297 -1.9310 0.023
C -1.9358 0.6727 -2.2147 0.001
O -2.7836 0.1019 -1.4987 0.002
O -2.0956 1.3273 -3.2742 0.000
H -0.4792 0.9001 -0.6210 0.000
H 0.0567 1.4266 -2.2270 0.001
H 1.2124 -0.8650 -1.6617 0.019
H 0.0123 -1.0086 -2.9834 0.001
H -0.5120 -1.4567 -1.4764 0.004
```

Computed properties:
* energy relative to the best compared isomer or geometry (same formula, charge and spin): 13.6 kJ/mol
* ⟨S²⟩: 0.750
* total charge: -2
* electronic energy: -347.49924 a.u.
* multiplicity: 2

=====

No. 5
The following is a quantum chemistry calculation of a molecular structure, C24H23ClFN5O5RuS in a non-equilibrium geometry, from OMol25.

Geometry as XYZ:
```
61
Properties=species:S:1:pos:R:3:lowdin_spin:R:1
Ru 1.7955 1.5767 -1.1380 0.746
C -1.0262 4.4147 0.5803 0.007
C -0.1340 3.5725 -0.2807 0.051
N 0.9863 2.9694 0.1582 -0.036
N 1.3375 2.9088 1.4518 -0.011
C 2.2811 2.0682 1.8857 -0.002
N 2.5510 1.9960 3.2079 -0.002
S 3.1071 1.0211 0.7901 -0.002
C -0.4282 3.3337 -1.6402 -0.004
C -1.5144 3.9120 -2.3425 0.012
C -1.7207 3.5845 -3.6559 -0.003
C -0.8576 2.6808 -4.2965 0.015
C 0.1901 2.1485 -3.5736 0.000
N 0.3965 2.4501 -2.2987 0.008
H -0.7078 4.4489 1.6197 0.000
H -2.0430 4.0217 0.5573 0.002
H -1.0556 5.4410 0.2128 0.003
H 0.8091 3.4671 2.1244 0.000
H 2.2682 2.7333 3.8347 0.000
H 3.3592 1.4569 3.4762 0.000
H -2.1669 4.6037 -1.8330 0.001
H -2.5380 4.0228 -4.2062 0.000
H -0.9981 2.3995 -5.3263 0.001
H 0.8884 1.4467 -4.0155 0.000
C -3.5409 -4.1969 0.2046 0.000
C -2.0671 -4.5868 0.3245 0.000
C -1.7913 -5.4540 1.5506 0.000
C -2.0722 -4.6814 2.8336 0.000
C -1.4046 -3.3400 2.8108 0.000
C -1.0898 -2.7012 3.9922 0.000
C -0.4730 -1.4542 3.9742 0.000
F -0.1407 -0.8712 5.1359 0.000
C -0.1879 -0.8092 2.7983 0.000
C -0.4738 -1.4479 1.5886 0.001
C -0.1424 -0.7597 0.3406 0.001
O 0.1409 0.4520 0.3544 0.016
C -0.2274 -1.5911 -0.8117 0.000
C -0.8027 -2.8270 -0.7478 0.000
N -1.2620 -3.3701 0.3847 0.002
C -1.0648 -2.7275 1.5848 0.000
C 0.2317 -1.0440 -2.1845 0.009
O -0.4682 -1.3611 -3.1269 0.021
O 1.2723 -0.3531 -2.1457 0.067
H -4.1540 -5.0935 0.1992 0.000
H -3.7149 -3.6527 -0.7206 0.000
H -3.8414 -3.5663 1.0378 0.000
H -1.7649 -5.1287 -0.5784 0.000
H -0.7514 -5.7853 1.5358 0.000
H -2.4272 -6.3358 1.4989 0.000
H -1.7240 -5.2442 3.6996 0.000
H -3.1502 -4.5428 2.9539 0.000
H -1.3053 -3.1591 4.9443 0.000
H 0.2848 0.1592 2.7881 0.000
H -0.9216 -3.3945 -1.6606 0.000
Cl 5.6057 1.5804 -4.5784 0.001
C 5.4761 2.4607 -3.0449 0.001
C 4.1093 2.2494 -2.3923 0.006
O 3.6423 3.1631 -1.6866 -0.010
O 3.5272 1.1574 -2.5483 0.102
H 5.6566 3.5200 -3.2255 0.001
H 6.2378 2.0581 -2.3730 0.000
```

Computed properties:
* ⟨S²⟩: 0.786
* total charge: +1
* electronic energy: -2631.31218 a.u.
* multiplicity: 2

=====

No. 6
The following is a quantum chemistry calculation of a gas-phase ion, C4H9NOS (charge -1) in a non-equilibrium geometry, from OMol25.

Geometry as XYZ:
```
16
Properties=species:S:1:pos:R:3:lowdin_spin:R:1
C 1.6949 -1.3788 0.3958 0.014
N 1.0587 -0.5126 -0.5906 0.010
C -0.3488 -0.3064 -0.2534 0.043
C -1.1735 0.5950 -1.1910 0.047
S -2.3528 1.6048 -0.1403 0.171
C -0.4571 0.5836 1.0520 0.390
O 0.4618 1.3730 1.4060 0.223
H 1.2661 -1.1956 1.3856 0.010
H 2.7751 -1.3738 0.3050 0.002
H 1.3456 -2.4032 0.1787 0.000
H 1.4849 0.4081 -0.5618 0.000
H -0.8509 -1.2709 -0.2031 0.011
H -1.7760 0.0204 -1.9102 0.011
H -0.6145 1.2735 -1.8271 0.006
H -1.4286 2.5474 0.1532 0.025
H -1.0849 0.0355 1.8009 0.037
```

Computed properties:
* energy relative to the best compared isomer or geometry (same formula, charge and spin): 181.6 kJ/mol
* ⟨S²⟩: 0.755
* total charge: -1
* electronic energy: -685.90334 a.u.
* multiplicity: 2